[1]
# C9H10F9N4O

An isolated ion of composition C9H10F9N4O and charge +1 (wB97M-V/def2-TZVPD, the Open Molecules 2025 dataset).

Values from the calculation:
- Spin multiplicity: 1
- Structure (SMILES): OCCn1cnn[n+]1CCC(F)(F)C(F)(F)C(F)(F)C(F)(F)F
- Total charge: +1
- HOMO energy: -15.15 eV
- Total energy: -1541.69459 hartree

CARTESIAN COORDINATES (ANGSTROEM)
O (2.38208, -2.08478, 0.57918)
C (3.41328, -1.12608, 0.63413)
C (2.93221, 0.30331, 0.42213)
N (2.21219, 0.44983, -0.85432)
C (2.65116, 0.08239, -2.04326)
N (1.75483, 0.40606, -2.96520)
N (0.75338, 0.96879, -2.34981)
N (1.00497, 0.98961, -1.07958)
C (0.08372, 1.52337, -0.06925)
C (-0.46189, 0.36926, 0.79126)
C (-1.75847, 0.74550, 1.48568)
F (-1.61185, 2.03402, 1.89868)
F (-1.90187, -0.00052, 2.58249)
C (-3.05814, 0.69382, 0.60572)
F (-3.33470, 1.92839, 0.17420)
F (-4.07205, 0.27051, 1.37345)
C (-3.01181, -0.23059, -0.62929)
F (-4.22123, -0.14252, -1.20120)
F (-2.10944, 0.23124, -1.51777)
C (-2.72467, -1.75384, -0.32398)
F (-2.58790, -1.96217, 0.98552)
F (-1.58535, -2.10283, -0.94181)
F (-3.71395, -2.51337, -0.79162)
H (1.55199, -1.65677, 0.78643)
H (4.13524, -1.34316, -0.14521)
H (3.93435, -1.15251, 1.58573)
H (3.81469, 0.93038, 0.36235)
H (2.35343, 0.67197, 1.25690)
H (3.58951, -0.39422, -2.22474)
H (0.58146, 2.28538, 0.51029)
H (-0.71598, 1.94380, -0.66112)
H (-0.52948, -0.52522, 0.18213)
H (0.25030, 0.16094, 1.58190)



[2]
# C3H9NS

A 2-piece molecular cluster, C3H9NS overall (wB97M-V/def2-TZVPD, the Open Molecules 2025 dataset).

Values from the calculation:
- Spin multiplicity: 1
- Structure (SMILES): C=N.CSC
- HOMO energy: -8.38 eV
- Total energy: -572.59733 hartree

CARTESIAN COORDINATES (ANGSTROEM)
C (-0.09886, 4.99039, 0.85133)
N (-0.15543, 3.73881, 1.00018)
H (0.78271, 5.43319, 0.39291)
H (-0.88588, 5.68708, 1.14932)
H (-1.04499, 3.50964, 1.44875)
C (0.62042, -1.48756, -1.20850)
S (0.61017, -3.27147, -1.39369)
C (-0.30177, -3.73219, 0.07819)
H (-0.27184, -0.98528, -1.57136)
H (1.48837, -1.11201, -1.74146)
H (0.77882, -1.23503, -0.15990)
H (-0.71082, -4.73456, -0.05227)
H (0.32275, -3.74994, 0.97807)
H (-1.13364, -3.05108, 0.22843)



[3]
# C25H30FN5O3

A single C25H30FN5O3 molecule (wB97M-V/def2-TZVPD, the Open Molecules 2025 dataset).

Values from the calculation:
- Spin multiplicity: 1
- Structure (SMILES): COc1ccc(-c2noc(CCC(=O)NCCCN3CCN(c4ccccc4F)CC3)n2)cc1
- HOMO energy: -7.95 eV
- Total energy: -1570.01395 hartree

CARTESIAN COORDINATES (ANGSTROEM)
C (5.33475, 2.28888, 2.08227)
O (4.45407, 2.99383, 1.23904)
C (3.74530, 2.29859, 0.31449)
C (3.85462, 0.92789, 0.09306)
C (3.05649, 0.31856, -0.85444)
C (2.14247, 1.05964, -1.59765)
C (1.26678, 0.38890, -2.53051)
N (0.38443, 0.98867, -3.29143)
O (-0.24172, -0.01241, -3.97057)
C (0.30684, -1.16066, -3.55946)
C (-0.20937, -2.45657, -4.05448)
C (-1.46441, -2.84973, -3.25533)
C (-2.55433, -1.81885, -3.54454)
O (-3.11054, -1.76378, -4.62282)
N (-2.81027, -0.97402, -2.53331)
C (-3.68457, 0.16713, -2.68366)
C (-3.12398, 1.36231, -1.91780)
C (-3.16721, 1.13336, -0.40522)
N (-2.25013, 0.07906, 0.02186)
C (-0.90613, 0.58819, 0.24962)
C (0.05425, -0.55728, 0.58137)
N (-0.39811, -1.27909, 1.75343)
C (0.02012, -0.90184, 3.01738)
C (-0.84541, -0.81524, 4.11629)
C (-0.39508, -0.50562, 5.38547)
C (0.94404, -0.25669, 5.62173)
C (1.83169, -0.34398, 4.56360)
C (1.37470, -0.67008, 3.30530)
F (2.31878, -0.78668, 2.33141)
C (-1.74283, -1.75912, 1.53516)
C (-2.71517, -0.61970, 1.21074)
N (1.23698, -0.97382, -2.67659)
C (2.05323, 2.43852, -1.39538)
C (2.84489, 3.04807, -0.45148)
H (4.80848, 1.51776, 2.65290)
H (6.15093, 1.82930, 1.51617)
H (5.74423, 3.03039, 2.76640)
H (4.54268, 0.32388, 0.66117)
H (3.12488, -0.74490, -1.01986)
H (-0.48311, -2.35806, -5.10597)
H (0.56964, -3.20920, -3.93580)
H (-1.23409, -2.90349, -2.19085)
H (-1.80611, -3.82507, -3.60232)
H (-2.34160, -1.01464, -1.63254)
H (-3.76091, 0.38324, -3.75265)
H (-4.68806, -0.07780, -2.31181)
H (-3.72191, 2.24412, -2.15073)
H (-2.10166, 1.55361, -2.24618)
H (-2.94848, 2.07665, 0.12045)
H (-4.18224, 0.83117, -0.13279)
H (-0.56144, 1.09969, -0.64979)
H (-0.89525, 1.31670, 1.08169)
H (1.04962, -0.14954, 0.72772)
H (0.09669, -1.25974, -0.25745)
H (-1.90104, -0.98550, 3.97987)
H (-1.10648, -0.44962, 6.19580)
H (1.29661, -0.00726, 6.60945)
H (2.88934, -0.18153, 4.70298)
H (-2.08545, -2.33154, 2.39673)
H (-1.70350, -2.43631, 0.67413)
H (-3.70640, -1.03378, 1.00912)
H (-2.78900, 0.06465, 2.07350)
H (1.35247, 3.01021, -1.98342)
H (2.78597, 4.11019, -0.27346)



[4]
# C2H3OPS

A single C2H3OPS molecule (wB97M-V/def2-TZVPD, the Open Molecules 2025 dataset).

Values from the calculation:
- Spin multiplicity: 1
- Structure (SMILES): CP1SC1=O
- HOMO energy: -8.63 eV
- Total energy: -892.72344 hartree

CARTESIAN COORDINATES (ANGSTROEM)
C (1.47386, -0.12881, -0.00580)
P (-0.34511, 0.03009, -0.82245)
S (-1.78113, -1.25568, 0.20393)
C (-2.00094, 0.44041, 0.18887)
O (-2.78191, 1.25876, 0.54005)
H (1.72782, 0.92869, -0.13241)
H (1.64440, -0.51068, 0.89728)
H (2.06301, -0.76277, -0.86946)



[5]
# C17H17N6O2PdS

C17H17N6O2PdS as an isolated structure (wB97M-V/def2-TZVPD, the Open Molecules 2025 dataset).

Values from the calculation:
- Spin multiplicity: 1
- Total charge: -1
- HOMO energy: -1.78 eV
- Total energy: -1663.01087 hartree

CARTESIAN COORDINATES (ANGSTROEM)
Pd (-0.66780, 0.37223, 0.24574)
O (-0.98564, -1.70054, -0.96863)
N (0.00815, -2.15758, -1.57212)
N (1.06705, -1.40790, -1.63644)
O (1.23930, -0.21286, -1.13542)
C (2.16005, -1.98675, -2.33231)
C (2.07905, -3.21681, -2.99560)
C (3.18490, -3.71296, -3.66274)
C (4.38335, -3.00822, -3.68687)
C (4.46172, -1.79039, -3.02752)
C (3.36185, -1.28042, -2.35661)
H (1.14756, -3.75959, -2.97143)
H (3.11226, -4.66564, -4.17456)
H (5.24212, -3.40460, -4.21560)
H (5.38864, -1.22901, -3.03338)
H (3.38875, -0.33574, -1.83380)
C (-2.21988, 4.74566, -3.11854)
N (-2.24221, 3.91519, -1.93812)
C (-3.09813, 4.04783, -0.87165)
C (-2.74875, 3.07176, 0.01856)
N (-1.69728, 2.35254, -0.47918)
C (-1.40944, 2.87868, -1.64115)
H (-2.98163, 5.51585, -3.02502)
H (-2.42430, 4.16039, -4.01592)
H (-1.24965, 5.23060, -3.23353)
H (-3.86275, 4.80691, -0.85281)
H (-3.18091, 2.83050, 0.97497)
H (-0.62630, 2.52996, -2.29649)
N (-0.19678, 2.57420, 2.72728)
C (-0.33738, 1.31816, 3.23615)
N (-0.52403, 0.28889, 2.50184)
C (-0.73291, -0.85812, 3.23522)
C (-0.95393, -2.11889, 2.69228)
C (-1.12047, -3.18770, 3.55564)
C (-1.06787, -3.00969, 4.93931)
C (-0.84654, -1.75692, 5.49132)
C (-0.68235, -0.68305, 4.62998)
S (-0.40555, 1.00403, 4.99797)
H (-0.10613, 2.51004, 1.70724)
H (0.44458, 3.19253, 3.19490)
H (-0.99191, -2.20296, 1.61019)
H (-1.29023, -4.17937, 3.15523)
H (-1.20693, -3.86020, 5.59629)
H (-0.81166, -1.62002, 6.56529)



[6]
# C34H62NO4

A 2-piece molecular cluster, C34H62NO4 overall (wB97M-V/def2-TZVPD, the Open Molecules 2025 dataset).

Values from the calculation:
- Spin multiplicity: 1
- Total charge: +1
- HOMO energy: -9.67 eV
- Total energy: -1687.96738 hartree

CARTESIAN COORDINATES (ANGSTROEM)
C (2.05690, -3.72739, 3.81615)
C (2.02076, -2.40707, 4.55581)
C (0.70757, -1.99832, 5.19520)
C (3.08396, -1.59477, 4.72810)
C (4.05373, -1.17503, 3.65061)
C (3.34044, -0.69571, 2.38990)
C (2.29917, 0.41664, 2.59563)
C (2.68308, 1.37863, 3.74723)
C (2.06750, 1.28063, 1.34739)
C (2.05274, 0.57447, -0.00530)
N (0.75196, -0.01706, -0.48820)
C (0.10850, -0.92500, 0.55180)
C (-1.11056, -0.39720, 1.28211)
O (-0.89949, 0.78518, 2.03517)
C (1.15858, -0.97423, -1.61886)
C (1.86219, -0.31947, -2.79746)
C (3.39677, -0.39261, -2.81089)
C (3.91942, -1.80357, -2.50280)
C (3.91806, 0.00075, -4.20077)
C (3.54409, 1.43273, -4.64503)
C (4.68967, 2.40582, -4.74744)
C (4.48892, 3.71961, -4.44436)
C (3.89454, 4.07792, -3.07494)
C (4.78339, 4.83279, -5.40920)
C (-0.20027, 0.96850, -1.05751)
C (-1.29245, 0.54311, -1.81584)
C (-2.17198, 1.44718, -2.39351)
C (-2.00038, 2.82086, -2.22790)
C (-0.90842, 3.24945, -1.47427)
C (-0.01932, 2.34162, -0.90076)
H (2.55609, -3.69140, 2.84926)
H (1.03822, -4.09266, 3.69668)
H (2.53988, -4.43887, 4.48243)
H (-0.08762, -2.71482, 5.00775)
H (0.83842, -1.97938, 6.28504)
H (0.43847, -0.98383, 4.91916)
H (3.25637, -1.20141, 5.72748)
H (4.68687, -2.02892, 3.37975)
H (4.74213, -0.41331, 4.00442)
H (2.84418, -1.57728, 1.96681)
H (4.06674, -0.38798, 1.63061)
H (1.34183, -0.01155, 2.88717)
H (2.25053, 1.04316, 4.68294)
H (3.76193, 1.48149, 3.82459)
H (2.29274, 2.36660, 3.50280)
H (2.92602, 1.95972, 1.29225)
H (1.22587, 1.94541, 1.50303)
H (2.35811, 1.30822, -0.74633)
H (2.81253, -0.19705, -0.05784)
H (0.86866, -1.25952, 1.25011)
H (-0.22917, -1.84002, 0.06734)
H (-1.97930, -0.27311, 0.64123)
H (-1.38102, -1.17893, 1.99492)
H (-1.25308, 1.52106, 1.52747)
H (0.28072, -1.48907, -1.98930)
H (1.74708, -1.74842, -1.13389)
H (1.53893, -0.85488, -3.69216)
H (1.57312, 0.71757, -2.95726)
H (3.85128, 0.31534, -2.11354)
H (3.27660, -2.58530, -2.90426)
H (4.95397, -1.90553, -2.81249)
H (3.92486, -1.94264, -1.41600)
H (3.60482, -0.74870, -4.93098)
H (5.00588, -0.05780, -4.18113)
H (2.76883, 1.89547, -4.03636)
H (3.14468, 1.37617, -5.66003)
H (5.66362, 2.06505, -5.08980)
H (2.82407, 3.84064, -3.06961)
H (4.34622, 3.41155, -2.34971)
H (4.05360, 5.12297, -2.83692)
H (5.84642, 5.02132, -5.58260)
H (4.34635, 5.75555, -5.02784)
H (4.30097, 4.64637, -6.36376)
H (-1.46569, -0.50985, -1.98587)
H (-2.99865, 1.09460, -2.99154)
H (-2.66394, 3.53812, -2.68280)
H (-0.74122, 4.30809, -1.33785)
H (0.81647, 2.75853, -0.36250)
C (-7.69421, -4.20733, 0.53741)
O (-7.48363, -2.87206, 0.12486)
C (-8.56162, -1.99470, 0.40802)
C (-8.08903, -0.68081, 0.99325)
O (-7.53381, -0.75619, 2.29686)
C (-6.27770, -1.38086, 2.48345)
C (-5.09318, -0.66012, 1.87450)
O (-5.08909, -0.74086, 0.45533)
C (-4.74567, 0.45793, -0.19479)
H (-8.27966, -4.75760, -0.20573)
H (-6.71784, -4.68212, 0.63443)
H (-8.19536, -4.25632, 1.50874)
H (-9.27701, -2.45845, 1.09409)
H (-9.07900, -1.78042, -0.53553)
H (-8.97163, -0.04592, 1.10058)
H (-7.41867, -0.16111, 0.30608)
H (-6.30482, -2.42535, 2.16819)
H (-6.12578, -1.38360, 3.56563)
H (-4.17640, -1.14018, 2.24310)
H (-5.09707, 0.38293, 2.20900)
H (-5.21292, 1.32785, 0.27827)
H (-5.11135, 0.39866, -1.22050)
H (-3.65797, 0.58734, -0.21614)



[7]
# C4H2CoO2

C4H2CoO2 as an isolated structure (wB97M-V/def2-TZVPD, the Open Molecules 2025 dataset).

Values from the calculation:
- Spin multiplicity: 5
- Total charge: +1
- HOMO energy (alpha / beta): -12.98 / -14.08 eV
- Total energy: -1686.35956 hartree

CARTESIAN COORDINATES (ANGSTROEM)
O (-1.25184, -1.75373, -1.03893)
C (-0.90433, -0.73261, -0.57036)
C (-0.33071, 0.52687, -0.25859)
C (-1.45909, 1.23217, 0.24216)
H (-1.49137, 1.61860, 1.26147)
H (-1.55192, 1.89161, -0.71602)
O (2.53011, -1.15527, 0.32561)
C (3.13341, -2.04691, -0.03281)
Co (1.32574, 0.41927, 0.78748)



[8]
# C35H35MgN5O6PS

C35H35MgN5O6PS as an isolated structure (wB97M-V/def2-TZVPD, the Open Molecules 2025 dataset).

Values from the calculation:
- Spin multiplicity: 1
- Total charge: +1
- HOMO energy: -11.33 eV
- Total energy: -3019.55200 hartree

CARTESIAN COORDINATES (ANGSTROEM)
Mg (-0.78178, 0.30705, 1.13019)
N (-1.64348, -0.61745, 4.98309)
C (-0.70528, 0.29035, 5.38299)
C (-0.08698, 0.71945, 4.24029)
N (-0.62898, 0.09135, 3.17759)
C (-1.56388, -0.71145, 3.63319)
C (-2.30548, -1.51505, 2.71859)
N (-2.20088, -1.32395, 1.41889)
C (-3.00318, -2.23855, 0.82499)
C (-3.59668, -3.01645, 1.78159)
N (-3.13938, -2.55155, 2.98089)
H (-2.27318, -1.11025, 5.59539)
H (-0.56468, 0.54745, 6.41419)
H (0.71442, 1.41815, 4.10999)
H (-3.11488, -2.27845, -0.24041)
H (-4.28288, -3.83715, 1.71299)
H (-3.38778, -2.92355, 3.88389)
O (-0.99598, 0.27425, -0.78361)
P (-0.55118, -0.76235, -1.75801)
C (0.87702, -0.30885, -2.77291)
C (0.77022, 0.82545, -3.56921)
C (1.82202, 1.18825, -4.38911)
C (2.97522, 0.41745, -4.41931)
C (3.07932, -0.71415, -3.62701)
C (2.02902, -1.08135, -2.80311)
C (-1.92508, -1.08285, -2.89641)
C (-3.18788, -0.66895, -2.49011)
C (-4.28278, -0.86365, -3.31261)
C (-4.11498, -1.46395, -4.55061)
C (-2.85388, -1.87035, -4.96011)
C (-1.75698, -1.68575, -4.13661)
C (-0.16308, -2.28575, -0.84561)
C (-0.81068, -3.49295, -1.06661)
C (-0.58658, -4.55715, -0.20731)
C (0.29122, -4.42385, 0.85589)
C (0.97682, -3.23375, 1.04739)
C (0.74622, -2.16535, 0.19989)
H (-0.13428, 1.41785, -3.52981)
H (1.74802, 2.06835, -5.01081)
H (3.79762, 0.70125, -5.05901)
H (3.97502, -1.31735, -3.65261)
H (2.09942, -1.96565, -2.18481)
H (-3.29538, -0.16375, -1.53831)
H (-5.26268, -0.54265, -2.98951)
H (-4.96398, -1.60105, -5.20281)
H (-2.72518, -2.32825, -5.92801)
H (-0.77218, -1.99235, -4.45521)
H (-1.48308, -3.59965, -1.90731)
H (-1.09458, -5.49555, -0.36901)
H (0.45952, -5.25465, 1.52479)
H (1.70582, -3.14635, 1.83999)
H (1.29762, -1.24825, 0.31959)
C (-3.07438, 4.69545, 1.82879)
C (-3.44128, 3.80805, 0.65989)
S (-2.10318, 2.64955, 0.11319)
O (-1.94858, 1.77765, 1.33259)
C (-0.62058, 3.73605, 0.08239)
C (0.09702, 3.91035, 1.40549)
H (-3.97078, 5.12735, 2.26959)
H (-2.41838, 5.50425, 1.51919)
H (-2.57278, 4.09825, 2.58629)
H (-3.74048, 4.37345, -0.21971)
H (-4.25248, 3.13285, 0.93259)
H (-0.92008, 4.67995, -0.36631)
H (0.04042, 3.20485, -0.60521)
H (-0.34978, 4.67765, 2.03089)
H (1.13012, 4.18755, 1.20359)
H (0.10142, 2.96225, 1.94199)
O (1.53482, 1.66505, -0.79441)
C (1.81532, 1.13735, 0.27349)
O (0.97042, 0.78085, 1.15619)
C (3.25802, 0.84485, 0.61069)
C (3.56572, 0.00475, 1.67779)
C (4.88102, -0.30385, 1.95219)
C (5.88242, 0.25565, 1.16839)
C (5.58902, 1.11305, 0.11399)
C (4.26882, 1.39925, -0.16771)
N (7.25952, -0.07095, 1.45499)
O (7.47432, -0.87965, 2.33149)
O (8.11212, 0.48105, 0.79659)
H (2.76092, -0.38785, 2.28409)
H (5.15252, -0.97165, 2.75459)
H (6.39892, 1.52505, -0.46751)
H (3.99482, 2.05505, -0.98051)



Number 1: M 361.2 u. Number 2: M 91.2 u. Number 3: M 467.5 u. Number 4: M 106.1 u. Number 5: M 475.8 u. Number 6: M 548.9 u. Number 7: M 141.0 u. Number 8: M 709.0 u.